Entry 1:
Molecular formula: C14H26IN4S2
Method: DFT, ωB97M-V with the def2-TZVPD basis set

HOMO-LUMO gap (eV): 4.96
LUMO energy (eV): -5.1
SMILES: CCCCN(CCCCc1n[nH]c[n+]1I)C(=S)SCCC
Multiplicity: 1
Charge: +1

Structure (XYZ):
```
47
Properties=species:S:1:pos:R:3:forces:R:3:nbo_charge:R:1
C -2.13765 -1.07419 -2.30867 0.36 0.13 0.30 -0.608
C -1.05753 -0.19730 -2.92396 0.14 -0.01 -0.06 -0.388
C 0.32181 -0.85738 -2.96294 -0.56 -0.20 0.25 -0.411
C 0.82516 -1.25046 -1.54866 -0.24 1.11 -1.17 -0.236
N 2.16058 -0.69235 -1.31313 -0.72 -1.15 1.46 -0.472
C 2.10273 0.72480 -0.94397 0.65 0.16 -0.38 -0.223
C 1.69443 0.98309 0.50504 0.08 0.11 -0.03 -0.433
C 1.25119 2.40735 0.82618 -0.19 -0.36 -0.01 -0.375
C 0.06530 2.91025 -0.02838 0.35 0.35 0.88 -0.469
C -1.15870 2.32014 0.54057 -0.20 -0.02 -0.51 0.393
N -1.64710 1.16897 0.18832 -0.37 -0.23 0.18 -0.220
N -2.73670 0.99387 0.98501 0.43 -0.02 -0.34 -0.293
C -2.90601 2.00342 1.79620 -0.17 -0.01 0.21 0.255
N -1.92993 2.87934 1.54888 0.06 -0.17 -0.07 -0.507
I -1.66000 4.66964 2.48227 -0.01 -0.03 0.02 0.526
C 3.03187 -1.46105 -0.52090 0.29 0.49 -0.32 -0.119
S 4.62725 -1.17701 -0.59876 0.25 0.03 0.16 0.047
S 2.51516 -2.85606 0.49657 0.30 -0.17 -0.13 0.251
C 1.42423 -2.25511 1.82122 -0.64 -0.24 -0.29 -0.534
C -0.06779 -2.47316 1.55559 0.26 -0.06 0.51 -0.419
C -0.92512 -1.76744 2.60166 0.09 -0.01 -0.40 -0.607
H -2.29714 -1.95357 -2.92490 -0.27 -0.05 -0.14 0.220
H -1.84929 -1.44170 -1.32506 0.06 -0.03 0.19 0.185
H -3.05396 -0.50388 -2.18137 -0.28 -0.12 -0.17 0.201
H -1.39445 0.05046 -3.92846 0.18 0.13 -0.19 0.215
H -0.95944 0.74484 -2.38562 -0.17 0.16 0.17 0.176
H 1.03163 -0.19748 -3.45133 0.18 -0.02 -0.10 0.220
H 0.21618 -1.76094 -3.55640 0.29 -0.12 -0.26 0.211
H 0.12496 -0.80468 -0.84415 -0.13 -0.21 0.32 0.174
H 0.81229 -2.32675 -1.48950 0.23 -0.16 0.43 0.234
H 3.10106 1.12802 -1.07374 0.17 0.12 -0.16 0.237
H 1.48133 1.23156 -1.67732 -0.24 -0.05 -0.04 0.195
H 0.93092 0.28645 0.84155 -0.23 -0.12 -0.16 0.201
H 2.57721 0.78360 1.10661 0.07 -0.15 0.23 0.235
H 0.88759 2.39395 1.85496 0.21 0.14 0.25 0.199
H 2.08299 3.10376 0.81474 0.08 0.14 -0.30 0.235
H 0.00731 3.98663 0.10234 -0.06 0.22 -0.29 0.242
H 0.15027 2.67151 -1.07818 -0.04 -0.04 -0.19 0.262
H -3.28875 0.15314 0.89791 -0.04 -0.04 0.03 0.459
H -3.68270 2.08185 2.53027 -0.15 0.16 0.16 0.263
H 1.67751 -2.87654 2.67483 0.35 -0.08 0.10 0.240
H 1.64339 -1.23768 2.11837 0.19 0.23 -0.14 0.213
H -0.25554 -3.53918 1.64020 -0.07 -0.23 -0.22 0.217
H -0.32050 -2.18516 0.54365 -0.18 0.17 -0.05 0.207
H -0.80495 -2.20365 3.58693 0.09 -0.09 0.18 0.223
H -0.63637 -0.71782 2.67274 -0.17 0.20 0.01 0.180
H -1.97472 -1.86611 2.33283 -0.20 0.16 0.07 0.198
```
Forces are in eV/Å.

=====

Entry 2:
Molecular formula: C14H26NPSn
Method: DFT, ωB97M-V with the def2-TZVPD basis set

HOMO-LUMO gap (alpha / beta) (eV): 7.33 / 5.08
LUMO energy (alpha / beta) (eV): -7.9 / -9.2
Multiplicity: 1
Charge: +2

Structure (XYZ):
```
43
Properties=species:S:1:pos:R:3:forces:R:3:nbo_charge:R:1
C 2.25155 -1.13979 -2.25167 0.21 -0.19 -0.23 -0.181
C 2.21508 -1.65491 -0.96019 0.34 0.38 -0.13 -0.203
C 1.05182 -1.59544 -0.18251 0.36 -0.46 -1.02 -0.081
C -0.14800 -1.19278 -0.80311 -0.47 0.61 0.58 -0.398
C -0.06454 -0.49975 -2.02392 0.52 -0.18 -0.38 -0.076
C 1.12194 -0.51860 -2.76636 -0.31 0.57 -0.08 -0.196
C 1.20049 -2.08137 1.22408 -0.71 -0.65 0.13 -0.418
C 1.90188 -1.13444 2.25576 0.68 -0.79 0.97 -0.261
N 1.54012 0.24209 2.27776 -0.30 0.33 -0.15 0.014
Sn -2.22266 -1.82903 -0.28575 0.47 0.57 1.36 1.163
C -1.23952 0.30406 -2.56124 -0.17 -0.35 -0.14 -0.763
P -1.71097 1.64036 -1.44064 0.16 -0.35 0.94 1.312
H 3.11322 -2.12353 -0.54226 -0.25 0.26 -0.13 0.231
H 1.12560 -0.04395 -3.75788 0.19 -0.24 0.47 0.235
H 3.15380 -1.21744 -2.86537 -0.32 0.00 0.30 0.251
H -2.13116 -0.32246 -2.72582 0.14 0.20 -0.13 0.274
H -0.98911 0.80685 -3.50776 -0.10 -0.30 0.10 0.284
H 0.22238 -2.37691 1.62625 0.46 0.11 -0.02 0.238
H 1.84994 -2.97464 1.21080 -0.35 0.30 0.22 0.263
H 1.66430 -1.52485 3.26751 0.27 0.07 -0.62 0.252
C -3.12519 2.54074 -2.05566 -0.28 0.22 -0.05 -0.975
C -0.30528 2.72123 -1.22778 0.41 0.71 -0.10 -0.989
H 2.99698 -1.20545 2.11258 -0.42 0.19 -0.10 0.260
C 2.05464 1.16405 1.31584 0.01 0.51 -0.76 -0.471
C 0.62946 0.74064 3.26605 -0.90 -0.09 0.45 -0.463
H -2.78720 -0.20115 0.22817 -0.47 -1.02 -0.16 -0.285
H 2.99463 1.63155 1.65414 -0.13 -0.24 0.12 0.284
H 2.24854 0.65393 0.36257 0.04 0.01 0.28 0.265
H 1.32344 1.97127 1.16380 0.30 -0.25 0.10 0.231
H 1.15024 1.19073 4.13126 0.12 -0.18 -0.32 0.286
H -0.00534 1.52451 2.82785 0.22 -0.25 0.14 0.241
H 0.00465 -0.08513 3.64676 0.29 0.36 -0.13 0.250
H -0.24698 3.45211 -2.05400 -0.07 -0.30 0.31 0.288
H -0.40179 3.27930 -0.28662 -0.02 -0.08 -0.27 0.270
H 0.63473 2.15676 -1.21591 -0.29 -0.03 -0.01 0.272
H -2.83042 3.11829 -2.94563 -0.12 -0.21 0.24 0.284
H -3.93015 1.83856 -2.32015 0.22 0.25 0.10 0.287
H -3.48505 3.23761 -1.28122 0.10 -0.25 -0.29 0.289
H -2.04305 0.99204 -0.15880 0.39 0.96 -1.30 0.054
C -2.20214 -2.77581 1.66639 -0.15 -0.38 -0.13 -1.042
H -1.59145 -2.11146 2.29223 -0.25 -0.17 -0.09 0.210
H -1.76472 -3.78455 1.62123 -0.21 0.40 0.14 0.250
H -3.22470 -2.81325 2.06921 0.39 -0.06 -0.20 0.262
```
Forces are in eV/Å.

=====

Entry 3:
Molecular formula: C14H26O4
Method: DFT, ωB97M-V with the def2-TZVPD basis set

HOMO-LUMO gap (eV): 10.50
LUMO energy (eV): 0.6
SMILES: COCCCCC[C@H]1OC(=O)O[C@@H]1CCC(C)C
Relative energy (zero: lowest compared OMol25 entry of this formula, charge and spin) (kcal per mole): 0.0
Multiplicity: 1

Structure (XYZ):
```
44
Properties=species:S:1:pos:R:3:forces:R:3:nbo_charge:R:1
C 4.38249 2.89421 0.53671 0.21 -0.02 0.09 -0.258
O 4.39795 1.52263 0.89328 -0.01 0.08 -0.02 -0.544
C 3.19594 1.03294 1.44350 -0.23 -0.30 0.15 -0.056
C 1.99502 1.07997 0.49397 0.10 0.17 -0.29 -0.436
C 2.31902 0.56188 -0.92039 -0.19 -0.19 0.00 -0.408
C 1.78199 -0.85648 -1.18632 0.05 0.36 0.11 -0.401
C 0.28898 -0.86007 -1.56601 0.16 -0.21 -0.12 -0.418
C -0.53923 -1.97912 -0.93924 -0.30 0.28 0.03 0.071
O 0.19720 -3.20454 -1.02367 0.27 0.13 0.03 -0.497
C 0.43181 -3.68702 0.21467 0.23 -0.78 0.01 0.972
O 1.24387 -4.52632 0.47304 -0.55 0.38 -0.15 -0.574
O -0.41697 -3.12834 1.09632 0.25 0.58 0.00 -0.503
C -0.87358 -1.84370 0.56912 0.19 -0.80 0.02 0.077
C -2.33900 -1.71995 0.96651 -0.02 0.12 0.10 -0.414
C -2.88376 -0.29761 1.12251 0.17 0.25 -0.09 -0.395
C -2.69314 0.65785 -0.06309 -0.29 -0.08 -0.06 -0.224
C -3.39924 0.14909 -1.33111 0.06 0.19 -0.11 -0.620
C -3.21619 2.04920 0.31560 0.12 -0.34 0.22 -0.597
H 3.44168 3.38122 0.80040 -0.02 0.00 -0.05 0.170
H 4.56108 2.99370 -0.53778 -0.13 0.04 0.03 0.180
H 5.19048 3.41088 1.06325 -0.05 -0.05 -0.01 0.184
H 3.39722 -0.00788 1.71509 0.10 0.08 -0.07 0.190
H 2.95190 1.55922 2.37737 0.01 0.04 -0.07 0.165
H 1.60157 2.09946 0.43959 0.04 -0.05 0.04 0.201
H 1.20119 0.46906 0.93208 -0.04 0.09 0.10 0.198
H 1.89329 1.24816 -1.65913 0.10 -0.06 -0.05 0.197
H 3.39964 0.56551 -1.06650 0.00 0.08 0.03 0.225
H 1.97088 -1.46204 -0.29404 -0.01 -0.06 -0.04 0.198
H 2.35621 -1.30732 -1.99546 -0.03 -0.13 0.09 0.221
H 0.20103 -0.97540 -2.65054 0.02 0.09 0.06 0.221
H -0.15119 0.10940 -1.33153 -0.12 -0.06 0.08 0.208
H -1.46206 -2.11485 -1.50704 0.01 -0.02 0.02 0.191
H -0.23045 -1.09909 1.04451 -0.21 0.20 -0.01 0.184
H -2.41793 -2.21580 1.93812 -0.04 0.03 -0.06 0.236
H -2.94411 -2.31687 0.27795 0.05 0.06 -0.03 0.206
H -2.40856 0.16524 1.99580 -0.02 -0.08 -0.01 0.203
H -3.95509 -0.33660 1.34616 0.03 -0.14 0.05 0.210
H -1.62558 0.74782 -0.26717 0.06 -0.02 0.08 0.189
H -3.49916 -0.93621 -1.35943 0.05 0.00 0.02 0.203
H -2.86964 0.45002 -2.23955 -0.03 0.02 0.06 0.213
H -4.40456 0.57322 -1.39845 0.00 -0.11 0.03 0.212
H -2.92859 2.80796 -0.41259 -0.09 -0.01 -0.01 0.212
H -2.83692 2.33852 1.30030 0.06 0.11 -0.13 0.207
H -4.30549 2.00803 0.39318 0.01 0.14 -0.06 0.202
```
Forces are in eV/Å.

=====

Entry 4:
Molecular formula: C14H27AsBeClNO6S5Si2
Method: DFT, ωB97M-V with the def2-TZVPD basis set

HOMO-LUMO gap (eV): 3.39
LUMO energy (eV): 3.3
Relative energy (zero: lowest compared OMol25 entry of this formula, charge and spin) (kcal per mole): 0.0
Multiplicity: 1
Charge: -2

Structure (XYZ):
```
58
Properties=species:S:1:pos:R:3:forces:R:3:nbo_charge:R:1
Be -1.97287 1.18772 1.23460 0.23 0.14 0.27 1.497
S -4.68031 2.40027 6.98580 0.23 0.02 0.05 -0.210
C -3.65042 2.12075 5.71764 0.84 0.02 -1.13 -0.540
S -3.01853 3.37919 4.62138 -0.57 -0.90 1.04 0.437
C -2.26773 2.35312 3.44241 -0.53 -2.96 1.55 -0.474
C -2.39887 0.96670 3.68346 -0.07 2.63 0.18 -0.469
S -2.09481 -0.35405 2.62853 0.57 0.28 -1.03 -0.403
S -3.05717 0.54598 5.20107 -1.23 0.88 1.12 0.474
S -1.42254 2.99332 2.12902 0.36 0.11 -1.58 -0.391
C 1.62202 -4.46279 -0.10729 0.73 -0.38 -0.27 -1.117
Si 2.66531 -2.87193 0.06012 -0.80 1.41 0.44 1.342
C 4.45106 -3.45686 0.15552 0.45 -0.61 -1.34 -1.137
C 2.48570 -1.99471 -1.62452 0.04 -0.60 -0.61 -1.125
As 1.97914 -1.35584 1.72202 -0.33 -0.88 -0.06 -0.906
Si 3.34708 0.46929 1.42246 -0.80 -1.35 0.78 1.370
C 3.26794 1.31665 -0.23548 1.80 0.48 -0.07 -1.144
C 5.16400 0.00746 1.81251 0.25 -0.66 0.14 -1.127
C 2.64897 1.81785 2.56962 0.40 1.30 0.64 -1.126
H 1.31461 -4.58317 -1.15290 0.06 0.10 0.00 0.208
H 0.71729 -4.31062 0.46499 -0.20 -0.46 0.42 0.238
H 2.21491 -5.38633 0.14126 -0.78 0.79 0.21 0.209
H 4.58979 -4.26868 -0.62447 0.12 0.72 0.71 0.194
H 4.76745 -3.83594 1.11987 -0.20 -0.15 0.26 0.229
H 5.12360 -2.62433 -0.08153 -0.02 -0.08 -0.08 0.223
H 2.60377 -2.74802 -2.41402 0.37 -0.14 -0.16 0.184
H 3.35420 -1.33142 -1.66856 -0.26 0.24 -0.31 0.215
H 1.55271 -1.47645 -1.93402 0.60 -0.01 0.88 0.251
H 3.75260 0.64983 -0.99398 -0.79 0.72 0.29 0.220
H 3.94589 2.20865 -0.09856 -0.52 -0.52 -0.40 0.198
H 2.26367 1.68286 -0.45656 0.35 -0.39 -0.18 0.264
H 5.68758 -0.13405 0.86121 0.13 0.19 -0.04 0.210
H 5.41160 -0.91843 2.41943 -0.84 1.12 -0.56 0.236
H 5.56449 0.87494 2.31990 0.62 0.31 0.17 0.205
H 1.55428 1.83644 2.45334 0.26 0.00 -0.19 0.260
H 3.03875 2.81560 2.19008 -0.47 -0.89 0.37 0.203
H 2.80544 1.84450 3.68474 0.16 -0.45 -1.03 0.221
O 0.92003 3.00790 -2.77622 -0.60 -0.69 1.09 -0.820
Cl 0.01902 2.14076 -2.03212 0.38 -0.89 -0.24 2.515
O 0.17464 0.74990 -2.44878 -0.23 1.00 -0.05 -0.854
O -1.35928 2.56839 -2.39774 -0.23 -0.15 -0.10 -0.916
O 0.15507 2.21137 -0.59445 -0.03 0.54 -1.10 -0.801
O -4.96730 1.65330 0.39732 -0.33 -0.66 0.49 -0.587
C -4.13198 1.08913 -0.26802 2.52 2.64 0.66 0.779
O -2.79704 1.13539 -0.04706 -2.57 -1.09 -1.18 -0.990
C -4.51374 0.60488 -1.64000 1.12 -0.43 -0.51 -0.142
N -3.62484 1.27941 -2.67546 0.53 1.06 -0.11 -0.585
C -3.13603 0.27349 -3.69170 -1.53 0.46 -0.32 -0.220
C -3.09568 -1.01176 -2.87450 -0.26 -0.40 -0.84 -0.432
C -4.21771 -0.89741 -1.79623 -0.10 -0.36 -0.34 -0.418
H -5.56244 0.86134 -1.85916 0.53 -0.06 0.18 0.217
H -2.59182 1.58558 -2.35505 -1.37 0.70 0.75 0.522
H -4.10957 2.15030 -3.04985 1.11 -1.51 0.42 0.426
H -2.17566 0.69237 -4.03818 -0.39 -0.64 -0.13 0.258
H -3.90734 0.18663 -4.48747 0.66 0.18 0.21 0.182
H -2.10132 -1.09595 -2.46974 0.24 -0.14 0.63 0.261
H -3.22890 -1.86331 -3.57733 -0.02 0.38 0.63 0.218
H -3.88093 -1.37660 -0.84416 -0.45 0.48 -0.75 0.263
H -5.19777 -1.30260 -2.12320 0.85 -0.46 0.10 0.206
```
Forces are in eV/Å.

=====

Entry 5:
Molecular formula: C14H27BBeCl2F4N2O11P2S2V
Method: DFT, ωB97M-V with the def2-TZVPD basis set

HOMO-LUMO gap (eV): 1.18
LUMO energy (eV): -3.7
Multiplicity: 1
Charge: -1

Structure (XYZ):
```
67
Properties=species:S:1:pos:R:3:forces:R:3:nbo_charge:R:1
C 3.88580 2.70784 0.17346 -0.92 -1.13 -0.16 -0.638
C 3.85660 2.62512 -1.42647 1.22 -0.32 0.41 -0.376
C 4.46845 1.23627 -2.01738 -1.24 0.50 1.05 -0.426
C 3.33167 0.08342 -1.90558 1.36 1.44 -1.86 -0.093
O 3.29353 -0.30246 -0.51028 -2.16 -1.65 -1.58 -0.528
C 2.14779 -1.08568 -0.20515 -2.36 0.76 3.77 0.558
C 0.68772 -0.51606 -0.53831 0.13 -0.60 -2.46 -0.517
C 0.09336 -1.33296 -1.78938 -1.15 -0.37 -0.33 -0.408
C -1.22148 -0.61906 -2.38551 0.50 0.00 0.00 -0.429
C -2.39220 -0.43914 -1.30290 1.14 -0.57 0.69 -0.530
S -3.25651 1.20427 -1.54305 0.44 0.65 1.42 0.331
C -2.34091 2.39822 -0.46760 3.35 2.54 0.37 0.301
N -1.33410 3.31666 -0.88659 -3.41 -2.39 0.42 -0.379
N -0.82672 4.03115 0.15021 -3.67 -2.13 4.08 -0.356
C -1.52779 3.56723 1.30655 1.04 0.30 -4.02 0.283
O -2.46273 2.58254 0.94199 1.94 1.16 -0.85 -0.404
O 2.14653 -2.51200 -0.45859 0.59 -0.14 1.69 -0.792
P 1.46113 -3.38048 0.88622 0.70 4.32 3.25 1.050
Cl 0.57319 -4.49554 2.52183 0.33 -0.59 0.60 -0.390
O 1.83212 -2.24274 2.14995 -0.36 0.83 -3.01 -0.771
C 2.16327 -1.02640 1.43470 4.79 1.22 0.19 -0.250
P 1.62611 0.62687 2.25514 -0.86 -0.66 0.90 0.785
S 0.38583 0.11023 3.69637 -0.12 -0.04 0.22 -0.692
H 4.38562 3.63496 0.59693 -0.63 -1.24 -0.61 0.225
H 4.35279 1.74370 0.59716 -0.45 1.66 -0.47 0.217
H 2.78617 2.67088 0.52026 1.66 0.37 -0.33 0.199
H 4.41259 3.54465 -1.82302 -0.82 -1.44 0.22 0.210
H 2.72020 2.73215 -1.77387 2.33 -0.47 0.49 0.219
H 5.30198 0.94013 -1.30208 -0.67 0.22 -1.28 0.217
H 4.80626 1.40507 -3.09234 -0.39 -0.51 1.47 0.223
H 3.57116 -0.78608 -2.61516 -0.24 0.91 1.33 0.187
H 2.37764 0.56557 -2.29688 0.86 -0.73 0.88 0.195
H -0.02629 -0.70076 0.33415 1.18 0.50 -0.95 0.231
H 0.74196 0.59594 -0.83260 -0.15 -1.55 0.72 0.263
H 0.86409 -1.49382 -2.62929 -1.10 0.46 1.32 0.223
H -0.24056 -2.39187 -1.48077 0.69 1.48 -0.22 0.206
H -0.85125 0.38619 -2.79722 -0.88 -1.28 0.58 0.223
H -1.67884 -1.23176 -3.24529 0.93 0.96 1.19 0.232
H -3.12402 -1.32146 -1.37853 0.65 1.85 -0.05 0.286
H -2.02268 -0.45847 -0.21634 -0.40 0.12 -1.61 0.218
H -1.32991 3.94617 2.35891 -0.71 -0.98 -1.57 0.246
H 0.10929 -2.90747 0.71381 0.50 -0.55 -0.63 0.158
H 0.93549 -4.55725 0.05490 -4.46 -3.21 -1.43 0.361
H 2.63253 -4.21399 1.05027 -0.72 -0.19 -0.99 0.159
H 3.30502 -0.96366 1.61965 -1.51 0.21 -0.25 0.239
H 2.74940 1.35506 2.77651 0.11 -0.66 -0.43 0.136
H 0.93256 1.50046 1.35961 0.56 -0.56 -0.09 -0.010
O 2.51978 -2.71080 5.26800 -0.10 -0.16 0.02 -0.782
H 2.27044 -1.91544 5.79945 0.17 0.16 -0.33 0.578
H 2.34786 -2.56652 4.29967 -0.32 0.24 -0.14 0.596
H 2.07017 -3.51940 5.59472 0.02 0.26 -0.24 0.562
B -6.44126 -0.19611 -2.70118 1.65 0.38 -1.51 1.257
O -7.56013 -1.14929 -2.82033 -0.59 0.37 0.83 -0.617
C -8.44229 -0.84607 -1.87986 -0.49 -2.96 -2.67 0.661
O -9.48436 -1.43746 -1.70102 -0.01 0.76 0.95 -0.354
C -7.95822 0.30678 -1.10139 0.83 2.77 2.16 0.671
O -8.52566 0.82855 -0.17603 0.06 -0.44 -0.48 -0.530
O -6.78026 0.69565 -1.57793 -0.70 -0.58 0.06 -0.644
F -6.30646 0.55844 -3.90485 -0.01 -0.70 1.09 -0.546
F -5.22376 -0.89752 -2.42297 -0.77 0.49 -0.21 -0.562
O 4.17163 0.93373 4.24509 0.16 -0.71 0.64 -1.218
V 4.86347 0.24376 5.69830 0.47 -0.17 0.93 1.393
O 5.53936 -0.45630 7.14621 -1.06 0.69 -1.92 -1.112
Be -1.28816 5.64565 -1.66740 1.00 -1.45 0.16 0.617
F -0.50766 -5.07437 0.07762 3.71 1.14 -0.68 -0.458
F -10.93730 -2.66850 -2.65023 0.18 -0.05 -0.22 -0.393
Cl 1.37098 3.69358 -2.10434 -1.81 1.46 -0.50 -0.506
```
Forces are in eV/Å.

=====

no.,largest force on an atom (eV Å⁻¹),energy (eV)
1,1.99,-50663.3094
2,1.66,-31530.8750
3,0.82,-23129.6990
4,3.71,-172423.1198
5,5.89,-143369.4366